{
  "formula": "C43H35ClN4O4PtS3",
  "method": "ωB97M-V/def2-TZVPD",
  "spin_multiplicity": 1,
  "homo_lumo_gap_ev": 7.283,
  "e_tot_ha": -3953.709894,
  "homo_ev": -6.842,
  "species": ["Pt", "Cl", "S", "S", "S", "O", "O", "O", "O", "N", "N", "N", "N", "C", "C", "C", "C", "C", "C", "C", "C", "C", "C", "C", "C", "C", "C", "C", "C", "C", "C", "C", "C", "C", "C", "C", "C", "C", "C", "C", "C", "C", "C", "C", "C", "C", "C", "C", "C", "C", "C", "C", "C", "C", "C", "C", "H", "H", "H", "H", "H", "H", "H", "H", "H", "H", "H", "H", "H", "H", "H", "H", "H", "H", "H", "H", "H", "H", "H", "H", "H", "H", "H", "H", "H", "H", "H", "H", "H", "H", "H"],
  "xyz": [[-1.58, -1.54, -0.89], [-0.07, -3.18, -1.53], [2.45, -0.63, -0.46], [-0.83, -0.37, 1.79], [-3.30, -3.11, 0.96], [-3.27, 1.24, 0.94], [-0.26, -1.23, 0.65], [2.77, 0.07, 0.82], [-2.90, -1.59, -2.49], [-3.02, -5.77, 1.18], [-3.13, -0.19, -0.85], [-4.96, 1.23, -0.59], [-2.79, -4.81, -0.95], [-0.66, -1.93, 5.47], [1.34, 2.95, 0.83], [3.79, -0.22, -1.58], [7.06, 0.71, -4.19], [-2.48, 3.47, -1.66], [-0.66, 1.89, -1.47], [-0.04, 0.53, -3.41], [0.65, -2.39, 5.57], [1.17, 0.32, -1.34], [-3.03, -4.64, 0.40], [2.26, 4.73, 2.23], [-1.50, 2.89, -0.92], [1.51, 3.54, 2.10], [5.50, 1.28, -2.30], [5.23, -0.83, -3.40], [-2.70, 3.08, -3.00], [-2.77, -6.92, 0.61], [1.12, -3.10, 6.81], [-5.62, 2.27, 0.18], [0.09, 1.16, 1.83], [0.92, 2.92, 3.23], [-4.88, -0.19, -2.50], [2.67, 4.73, -0.14], [-2.49, -7.11, -0.76], [-5.48, 0.76, -1.75], [0.96, -0.05, -2.69], [-2.49, -5.99, -1.52], [4.18, -1.14, -2.54], [0.23, 1.76, 3.10], [0.37, 1.25, -0.72], [2.83, 5.31, 1.13], [-1.11, -1.31, 4.31], [1.95, 3.58, -0.29], [1.51, -2.21, 4.48], [-0.23, -1.14, 3.26], [-3.65, -0.67, -1.98], [-3.73, 0.77, -0.08], [5.90, 0.38, -3.29], [1.09, -1.59, 3.32], [0.60, 1.73, 0.69], [-1.91, 2.13, -3.56], [-0.87, 1.52, -2.82], [4.45, 0.99, -1.44], [-5.11, 3.23, 0.05], [2.38, 5.17, 3.21], [3.66, -2.09, -2.62], [2.17, -2.88, 7.01], [-3.11, 4.24, -1.21], [8.01, 0.54, -3.68], [1.84, 3.13, -1.27], [-1.37, 3.17, 0.12], [1.03, -4.18, 6.69], [2.54, -2.57, 4.55], [1.03, 3.38, 4.20], [-0.20, 1.28, 3.97], [6.02, 2.23, -2.20], [4.15, 1.67, -0.66], [-2.26, -5.97, -2.57], [-5.29, -0.56, -3.42], [-2.14, -0.98, 4.22], [-0.21, 0.23, -4.43], [-5.61, 2.02, 1.23], [-2.71, -3.96, -1.50], [7.05, 0.08, -5.09], [-3.49, 3.55, -3.57], [1.76, -1.44, 2.49], [1.56, -0.83, -3.13], [-2.26, -8.08, -1.17], [0.53, -2.81, 7.68], [-2.78, -7.78, 1.28], [3.13, 5.19, -1.01], [-2.06, 1.82, -4.59], [7.03, 1.75, -4.50], [-1.34, -2.07, 6.30], [-6.65, 2.36, -0.17], [3.41, 6.22, 1.24], [5.53, -1.54, -4.15], [-6.42, 1.21, -2.04]],
  "mulliken_charge": [2.25, -0.60, 0.45, 1.14, -0.38, -0.55, -0.80, -0.66, -1.02, -0.55, -0.10, 0.24, 0.05, -0.82, 0.89, 0.19, -1.42, -0.75, 1.06, -1.10, 1.10, 1.56, 0.45, -1.08, -0.88, 0.90, -0.89, -0.92, -1.00, 0.06, -1.51, -0.88, 1.60, -1.15, -1.27, -1.11, -0.68, -0.01, -0.93, -0.06, -0.21, -1.59, -0.57, -0.63, -0.23, -0.95, -1.01, -0.38, 0.84, -0.15, 0.99, -0.31, -0.51, -0.92, 1.26, -0.36, 0.23, 0.45, 0.55, 0.38, 0.63, 0.29, 0.61, 0.37, 0.29, 0.40, 0.40, 0.63, 0.39, 0.53, 0.41, 0.51, 0.50, 0.33, 0.28, 0.08, 0.36, 0.41, 0.45, 0.26, 0.37, 0.38, 0.39, 0.45, 0.44, 0.36, 0.37, 0.35, 0.41, 0.33, 0.35]
}

---

{
  "formula": "H4IO2",
  "method": "ωB97M-V/def2-TZVPD",
  "total_charge": -1,
  "spin_multiplicity": 1,
  "homo_lumo_gap_ev": 7.383,
  "e_tot_ha": -450.663818,
  "homo_ev": -3.632,
  "species": ["I", "O", "O", "H", "H", "H", "H"],
  "xyz": [[-4.40, -0.80, -31.15], [-6.28, 1.63, -29.35], [-2.87, 1.36, -29.10], [-2.93, 0.99, -29.99], [-5.58, 1.90, -28.74], [-5.93, 1.45, -30.21], [-1.93, 1.32, -29.10]],
  "mulliken_charge": [-0.85, -0.62, -0.54, 0.21, 0.31, 0.26, 0.24]
}

---

{
  "formula": "C24H18Br2N2O3STc",
  "method": "ωB97M-V/def2-TZVPD",
  "total_charge": 2,
  "spin_multiplicity": 2,
  "homo_lumo_gap_ev": [5.015, 5.005],
  "e_tot_ha": -6886.998909,
  "homo_ev": [-14.386, -14.370],
  "species": ["Tc", "Br", "Br", "S", "O", "O", "O", "N", "N", "C", "C", "C", "C", "C", "C", "C", "C", "C", "C", "C", "C", "C", "C", "C", "C", "C", "C", "C", "C", "C", "C", "C", "C", "H", "H", "H", "H", "H", "H", "H", "H", "H", "H", "H", "H", "H", "H", "H", "H", "H", "H"],
  "xyz": [[0.05, 0.84, -2.36], [2.08, -5.85, -2.75], [-2.92, -3.26, -2.89], [1.51, 1.33, 0.63], [0.42, 0.87, -0.36], [1.47, 4.70, -3.40], [-1.03, -0.77, -2.50], [0.86, 2.53, -2.67], [1.49, -0.59, -2.66], [2.81, -0.42, -2.75], [-0.44, -1.91, -2.64], [1.11, 0.32, 2.15], [-1.28, -0.25, 2.65], [-1.57, 2.94, 1.02], [-0.09, -0.55, 1.99], [3.67, -1.51, -2.81], [-0.03, -1.70, 1.20], [0.95, 3.01, 1.14], [-0.51, 3.30, 3.15], [-1.06, -3.17, -2.79], [-0.28, -4.32, -2.84], [-2.38, -1.08, 2.53], [-2.31, -2.21, 1.73], [0.99, -1.85, -2.68], [1.79, -3.00, -2.74], [1.17, 3.64, -3.05], [-1.75, 3.40, 3.75], [-0.40, 3.06, 1.78], [-2.81, 3.04, 1.62], [-1.13, -2.52, 1.07], [-2.90, 3.27, 2.99], [1.10, -4.25, -2.78], [3.18, -2.80, -2.79], [1.72, 3.37, 1.82], [4.74, -1.33, -2.88], [-1.07, -3.43, 0.48], [-1.34, 0.64, 3.27], [0.39, 3.42, 3.74], [1.00, 1.04, 2.96], [0.90, -1.96, 0.71], [-3.17, -2.86, 1.64], [-1.82, 3.61, 4.81], [3.85, -3.65, -2.81], [-3.29, -0.84, 3.06], [3.18, 0.59, -2.77], [-1.50, 2.78, -0.05], [-0.77, -5.28, -2.91], [1.01, 3.58, 0.21], [-3.88, 3.35, 3.45], [-3.71, 2.96, 1.02], [2.01, -0.27, 2.32]],
  "mulliken_charge": [1.21, -0.08, 0.01, 0.32, -0.05, -0.30, -0.82, -0.50, -0.14, -0.32, 1.62, -1.16, -0.22, 0.01, 0.13, -0.94, -0.03, -1.33, -0.29, -0.38, -0.41, -0.81, -0.68, -0.06, 0.82, 0.54, -0.74, 0.70, -0.80, -0.54, -0.45, -0.07, -0.62, 0.58, 0.45, 0.56, 0.46, 0.41, 0.49, 0.50, 0.45, 0.42, 0.41, 0.45, 0.48, 0.31, 0.48, 0.41, 0.44, 0.44, 0.64]
}

---

{
  "formula": "C13H19ClN5O8PPt",
  "method": "ωB97M-V/def2-TZVPD",
  "spin_multiplicity": 1,
  "homo_lumo_gap_ev": 8.454,
  "e_tot_ha": -2303.407917,
  "homo_ev": -8.295,
  "species": ["Pt", "Cl", "P", "O", "O", "O", "O", "O", "O", "O", "O", "N", "N", "N", "N", "N", "C", "C", "C", "C", "C", "C", "C", "C", "C", "C", "C", "C", "C", "H", "H", "H", "H", "H", "H", "H", "H", "H", "H", "H", "H", "H", "H", "H", "H", "H", "H", "H"],
  "xyz": [[-0.86, 0.14, 0.73], [-5.92, 1.02, 1.43], [-1.10, -1.95, 0.19], [-4.11, -0.45, 3.27], [4.52, -0.56, 0.63], [0.22, -2.61, -0.35], [1.98, -0.46, 1.03], [-2.20, -0.07, 2.23], [0.66, 0.41, -0.56], [-2.08, -2.24, -1.03], [-1.71, -2.91, 1.29], [0.17, 3.03, 0.89], [0.87, 5.15, 0.20], [-1.29, 4.30, -0.18], [-0.09, 4.17, 0.33], [-0.95, 2.34, 0.75], [-3.49, 0.07, 2.38], [5.34, 0.16, -1.45], [-3.41, -1.71, -1.10], [0.28, -3.99, -0.75], [3.84, 0.95, -3.16], [-1.16, -2.94, 2.63], [1.82, 0.03, -0.10], [5.13, 0.66, -2.72], [-1.81, 3.11, 0.09], [2.96, 0.24, -1.02], [4.27, -0.06, -0.59], [-4.15, 1.02, 1.38], [2.77, 0.74, -2.31], [0.06, -4.07, -1.81], [-3.39, -0.63, -0.99], [-3.84, 0.77, 0.37], [0.42, 6.05, 0.35], [1.30, -4.32, -0.55], [-4.04, -2.16, -0.33], [-0.87, -1.95, 2.95], [1.57, 4.98, 0.92], [5.97, 0.82, -3.37], [-2.82, 2.83, -0.17], [-1.96, -3.31, 3.27], [-3.79, -1.96, -2.09], [-0.31, -3.62, 2.65], [-0.42, -4.59, -0.17], [3.67, 1.33, -4.16], [1.76, 0.95, -2.62], [6.34, -0.07, -1.09], [3.65, -0.65, 1.08], [-3.80, 2.03, 1.62]],
  "mulliken_charge": [0.68, -0.19, 1.13, -0.64, -0.69, -0.28, -0.83, -0.60, -0.85, -0.44, -0.32, -0.54, -0.61, -0.91, 1.29, -0.06, 0.59, -0.66, -0.59, -0.74, -0.75, -0.75, 1.63, -0.34, -0.21, -0.07, 0.33, 0.45, -0.40, 0.27, 0.17, -0.38, 0.29, 0.27, 0.28, 0.36, 0.31, 0.36, 0.52, 0.25, 0.31, 0.25, 0.32, 0.41, 0.42, 0.44, 0.37, 0.15]
}

---

Repeat the second record exactly.
{
  "formula": "H4IO2",
  "method": "ωB97M-V/def2-TZVPD",
  "total_charge": -1,
  "spin_multiplicity": 1,
  "homo_lumo_gap_ev": 7.383,
  "e_tot_ha": -450.663818,
  "homo_ev": -3.632,
  "species": ["I", "O", "O", "H", "H", "H", "H"],
  "xyz": [[-4.40, -0.80, -31.15], [-6.28, 1.63, -29.35], [-2.87, 1.36, -29.10], [-2.93, 0.99, -29.99], [-5.58, 1.90, -28.74], [-5.93, 1.45, -30.21], [-1.93, 1.32, -29.10]],
  "mulliken_charge": [-0.85, -0.62, -0.54, 0.21, 0.31, 0.26, 0.24]
}